1.
{
  "formula": "C3H3NO2",
  "method": "ωB97M-V/def2-TZVPD",
  "charge": 0,
  "homo_ev": -11.3,
  "homo_lumo_gap_ha": 0.4151,
  "symbols": ["O", "C", "C", "O", "C", "N", "H", "H", "H"],
  "coordinates": [[0.54, -0.68, 1.66], [0.47, -0.54, 0.28], [-0.66, 0.37, -0.14], [-1.23, 1.18, 0.53], [-0.40, 0.83, -2.50], [-0.87, 0.31, -1.55], [0.46, 0.19, 2.08], [1.41, -0.15, -0.18], [0.28, -1.51, -0.17]],
  "lowdin_charge": [-0.0260, -0.2098, -0.4512, 0.1525, 0.1112, 0.0327, 0.1089, 0.1464, 0.1353]
}

=====

2.
{
  "formula": "C3H3NO2",
  "method": "ωB97M-V/def2-TZVPD",
  "charge": 0,
  "homo_ev": -11.8,
  "smiles": "COC(=O)C#N",
  "homo_lumo_gap_ha": 0.4348,
  "symbols": ["C", "O", "C", "O", "C", "N", "H", "H", "H"],
  "coordinates": [[0.13, 1.03, -0.48], [1.07, -0.06, -0.30], [0.56, -1.11, 0.33], [1.12, -2.12, 0.61], [-0.87, -0.88, 0.67], [-1.98, -0.69, 0.94], [-0.89, 0.79, -0.06], [0.54, 1.89, 0.05], [0.05, 1.20, -1.55]],
  "lowdin_charge": [-0.0351, 0.0132, -0.4926, 0.1673, -0.1205, 0.1943, 0.0699, 0.1018, 0.1018]
}

=====

3.
{
  "formula": "C3H3NO2",
  "method": "ωB97M-V/def2-TZVPD",
  "charge": 0,
  "homo_ev": -10.4,
  "homo_lumo_gap_ha": 0.3584,
  "symbols": ["C", "C", "O", "C", "O", "N", "H", "H", "H"],
  "coordinates": [[-0.74, -0.05, 0.32], [0.52, -0.69, -0.20], [-1.30, 0.81, -0.59], [1.58, 0.34, 0.10], [0.71, -1.88, -0.26], [2.52, 1.00, -0.10], [-2.14, 0.46, -0.91], [-1.43, -0.78, 0.75], [0.28, 0.79, 0.89]],
  "lowdin_charge": [-0.1684, -0.3904, -0.0224, -0.2097, 0.1505, 0.1906, 0.1088, 0.1369, 0.2041]
}

=====

4.
{
  "formula": "C3H3NO2",
  "method": "ωB97M-V/def2-TZVPD",
  "charge": 0,
  "homo_ev": [-5.7, -12.1],
  "multiplicity": 3,
  "s_squared": 2.005,
  "homo_lumo_gap_ha": [0.2327, 0.3072],
  "symbols": ["C", "C", "C", "N", "O", "O", "H", "H", "H"],
  "coordinates": [[1.46, -0.25, 0.32], [0.11, -0.87, 0.29], [-1.00, 1.02, -0.40], [2.52, 0.19, 0.34], [-0.80, 0.22, 0.59], [-0.41, 0.99, -1.43], [-0.03, -1.72, 1.10], [-0.10, -1.26, -0.81], [-1.74, 1.68, 0.00]],
  "lowdin_spin": [0.0072, 0.0209, 0.6401, 0.0080, 0.2422, 0.9696, 0.0005, 0.0073, 0.1042]
}

=====

5.
{
  "formula": "C3H3NO2",
  "method": "ωB97M-V/def2-TZVPD",
  "charge": 0,
  "homo_ev": [-8.3, -12.1],
  "multiplicity": 3,
  "s_squared": 2.018,
  "homo_lumo_gap_ha": [0.3189, 0.3905],
  "symbols": ["C", "C", "C", "N", "O", "O", "H", "H", "H"],
  "coordinates": [[1.93, -0.36, -0.17], [0.75, 0.32, -0.35], [-2.10, -0.67, -0.24], [2.96, -0.90, -0.01], [0.48, 1.34, 0.55], [-2.42, -1.66, 0.25], [0.45, 0.51, -1.48], [-2.41, 0.46, 0.03], [0.35, 0.97, 1.42]],
  "lowdin_spin": [0.0724, 0.5223, 0.5558, 0.2298, 0.1571, 0.2889, 0.0139, 0.1516, 0.0082]
}

=====

6.
{
  "formula": "C3H3NO2S",
  "method": "ωB97M-V/def2-TZVPD",
  "charge": 0,
  "homo_ev": -10.1,
  "smiles": "N#CSCC(=O)O",
  "homo_lumo_gap_ha": 0.3659,
  "symbols": ["C", "C", "C", "H", "H", "H", "N", "O", "O", "S"],
  "coordinates": [[1.34, 0.38, 0.19], [0.50, -0.82, 0.86], [-1.68, 0.39, -0.14], [1.93, -1.03, -0.84], [1.03, -1.79, 0.79], [0.37, -0.30, 2.01], [-2.20, 1.47, -0.25], [2.16, -0.13, -0.87], [1.22, 1.49, 0.40], [-0.99, -1.11, -0.12]],
  "lowdin_charge": [-0.5545, -0.3828, -0.6436, 0.0314, 0.0700, 0.1821, 0.1167, 0.0724, 0.1788, 0.9295]
}

=====

7.
{
  "formula": "C3H3NO2S",
  "method": "ωB97M-V/def2-TZVPD",
  "charge": 0,
  "homo_ev": -9.7,
  "smiles": "O=c1cc(S)[nH]o1",
  "homo_lumo_gap_ha": 0.3633,
  "symbols": ["C", "C", "C", "H", "H", "H", "N", "O", "O", "S"],
  "coordinates": [[-0.24, -0.59, -0.18], [-0.90, 0.53, 0.07], [0.08, 1.57, 0.33], [-0.26, -2.84, 0.42], [-1.94, 0.71, 0.11], [1.66, -0.57, -0.89], [1.15, -0.39, -0.05], [0.02, 2.73, 0.63], [1.32, 0.98, 0.22], [-0.87, -2.13, -0.65]],
  "lowdin_charge": [-0.7000, -0.0019, -0.4777, -0.0570, 0.1169, 0.1298, 0.0271, 0.1120, 0.0376, 0.8133]
}

=====

8.
{
  "formula": "C3H3NO2S",
  "method": "ωB97M-V/def2-TZVPD",
  "charge": 0,
  "homo_ev": -9.2,
  "smiles": "O=C[C@H]1ON=CS1",
  "homo_lumo_gap_ha": 0.3299,
  "symbols": ["C", "C", "C", "H", "H", "H", "N", "O", "O", "S"],
  "coordinates": [[-0.96, -0.64, -1.03], [-0.67, -0.41, 0.39], [1.31, 1.03, 0.51], [-2.07, -0.39, -1.34], [-1.48, -0.77, 0.99], [2.07, 1.84, 0.33], [1.60, -0.21, 0.62], [0.08, -0.86, -1.79], [0.56, -1.04, 0.82], [-0.44, 1.45, 0.50]],
  "lowdin_charge": [-0.2128, -0.5238, -0.4161, 0.1564, 0.1076, 0.1018, -0.0216, -0.0045, -0.1129, 0.9260]
}

=====

Record-wise ΔE to the lowest compared entry with this formula, charge and spin values, in kcal per mole: 55.6 44.6 106.9 46.9 0.0 60.6 60.4 99.4
Record-wise electronic energy values, in eV: -8742.719 -8743.199 -8740.497 -8737.667 -8739.699 -19578.148 -19578.159 -19576.466